(w)
{
  "formula": "C2H13N2O2",
  "method": "ωB97M-V/def2-TZVPD",
  "species": ["C", "N", "C", "N", "H", "H", "H", "H", "H", "H", "H", "H", "H", "H", "H", "O", "H", "H", "O"],
  "xyz": [[1.480, 1.108, -0.918], [1.663, 0.172, -2.085], [1.003, 0.132, 0.173], [-0.354, -0.380, -0.133], [0.784, 1.809, -1.374], [2.417, 1.540, -0.573], [1.899, 0.721, -2.914], [2.521, -0.362, -1.979], [1.183, 0.484, 1.185], [1.687, -0.710, 0.105], [-0.270, -0.369, -1.170], [-0.577, -1.340, 0.126], [-1.094, 0.280, 0.093], [-3.596, 0.382, 0.657], [-3.760, -0.764, -0.292], [-3.075, -0.295, 0.185], [-0.942, -1.499, 3.075], [-0.472, -0.107, 3.244], [-0.497, -0.802, 2.593]],
  "orbital_gap_ev": 11.186,
  "homo_ev": -14.06,
  "total_charge": 1
}

(x)
{
  "formula": "C2H13N2O2",
  "method": "ωB97M-V/def2-TZVPD",
  "species": ["N", "C", "C", "N", "H", "H", "H", "H", "H", "H", "H", "H", "H", "H", "H", "O", "H", "H", "O"],
  "xyz": [[-0.021, 0.225, -1.042], [0.234, -1.193, -0.669], [1.812, -1.192, -0.360], [1.918, -0.276, 0.899], [0.252, 0.517, -1.983], [-1.010, 0.675, -0.738], [0.595, 0.686, -0.328], [-0.222, -1.461, 0.410], [-0.021, -1.943, -1.424], [2.132, -2.268, -0.134], [2.466, -0.885, -1.249], [1.477, -0.859, 1.642], [2.934, -0.178, 1.301], [-3.471, -0.445, 0.245], [-2.799, 0.711, 0.874], [-2.554, -0.245, 0.625], [-0.829, 2.459, 1.320], [-1.468, 3.255, 0.042], [-1.425, 2.417, 0.570]],
  "orbital_gap_ev": 11.306,
  "homo_ev": -14.31,
  "total_charge": 1
}

The relative energies come out as (w) 0.000; (x) 0.815, with values in eV.

(w)
{
  "formula": "C28H84O14",
  "method": "ωB97M-V/def2-TZVPD",
  "species": ["C", "C", "O", "H", "H", "H", "H", "H", "H", "C", "C", "O", "H", "H", "H", "H", "H", "H", "C", "C", "O", "H", "H", "H", "H", "H", "H", "C", "C", "O", "H", "H", "H", "H", "H", "H", "C", "C", "O", "H", "H", "H", "H", "H", "H", "C", "C", "O", "H", "H", "H", "H", "H", "H", "C", "C", "O", "H", "H", "H", "H", "H", "H", "C", "C", "O", "H", "H", "H", "H", "H", "H", "C", "C", "O", "H", "H", "H", "H", "H", "H", "C", "C", "O", "H", "H", "H", "H", "H", "H", "C", "C", "O", "H", "H", "H", "H", "H", "H", "C", "C", "O", "H", "H", "H", "H", "H", "H", "C", "C", "O", "H", "H", "H", "H", "H", "H", "C", "C", "O", "H", "H", "H", "H", "H", "H"],
  "xyz": [[2.779, 0.258, -5.113], [2.500, 0.891, -3.773], [1.079, 1.076, -3.637], [2.524, 0.929, -5.937], [2.248, -0.686, -5.227], [3.839, 0.021, -5.240], [3.041, 1.824, -3.618], [2.774, 0.142, -3.019], [0.942, 1.820, -3.035], [5.773, -2.960, -0.263], [4.336, -2.673, 0.095], [3.813, -1.658, -0.755], [6.179, -3.685, 0.442], [6.362, -2.044, -0.206], [5.833, -3.372, -1.271], [4.268, -2.292, 1.124], [3.740, -3.591, 0.090], [2.913, -1.408, -0.498], [-2.941, -2.816, -1.802], [-3.711, -3.276, -0.584], [-2.866, -4.119, 0.186], [-2.011, -2.287, -1.618], [-3.590, -2.182, -2.415], [-2.726, -3.694, -2.418], [-4.608, -3.816, -0.908], [-4.076, -2.398, -0.031], [-3.253, -4.232, 1.062], [1.731, 5.418, -0.754], [1.892, 4.401, -1.873], [1.244, 3.175, -1.534], [1.863, 4.965, 0.229], [0.743, 5.892, -0.766], [2.430, 6.252, -0.847], [2.952, 4.195, -2.008], [1.514, 4.798, -2.820], [0.295, 3.362, -1.449], [0.954, -3.723, -4.231], [1.509, -2.755, -3.191], [2.931, -2.852, -3.224], [1.658, -4.537, -4.387], [0.831, -3.211, -5.192], [-0.040, -4.088, -3.973], [1.172, -3.097, -2.204], [1.190, -1.729, -3.390], [3.284, -2.256, -2.548], [-5.300, 0.329, 2.110], [-5.005, 1.376, 1.050], [-3.624, 1.530, 0.802], [-6.362, 0.311, 2.367], [-4.754, 0.547, 3.030], [-5.039, -0.665, 1.745], [-5.457, 2.331, 1.352], [-5.467, 1.096, 0.103], [-3.173, 1.779, 1.626], [-0.450, 0.005, 0.632], [0.105, -0.558, -0.664], [1.476, -0.259, -0.845], [-0.303, -0.636, 1.495], [-1.524, 0.193, 0.537], [-0.036, 1.001, 0.814], [-0.465, -0.193, -1.529], [-0.031, -1.639, -0.741], [1.608, 0.639, -1.167], [2.037, 1.326, 3.288], [1.860, 2.829, 3.170], [0.465, 3.159, 2.956], [1.845, 0.822, 2.339], [1.360, 0.921, 4.040], [3.071, 1.103, 3.552], [2.422, 3.233, 2.328], [2.190, 3.269, 4.114], [0.374, 4.072, 3.246], [-2.980, -1.020, -5.731], [-2.026, -0.421, -4.730], [-0.963, 0.227, -5.419], [-2.431, -1.650, -6.434], [-3.488, -0.261, -6.330], [-3.760, -1.616, -5.254], [-1.582, -1.187, -4.085], [-2.571, 0.298, -4.103], [-0.239, 0.347, -4.788], [5.862, 1.433, 0.305], [4.563, 1.540, -0.435], [3.930, 2.799, -0.149], [5.715, 1.370, 1.385], [6.562, 2.242, 0.095], [6.379, 0.516, 0.007], [3.886, 0.719, -0.199], [4.694, 1.496, -1.522], [2.983, 2.681, -0.022], [1.424, -2.286, 2.759], [1.274, -3.786, 2.941], [2.535, -4.472, 2.894], [2.109, -1.762, 3.425], [0.455, -1.929, 3.149], [1.540, -1.984, 1.722], [0.657, -4.219, 2.154], [0.759, -4.008, 3.880], [2.862, -4.562, 3.792], [-2.683, -3.162, 3.552], [-4.037, -3.836, 3.614], [-3.986, -4.991, 2.780], [-2.416, -2.867, 2.536], [-1.898, -3.838, 3.900], [-2.669, -2.268, 4.169], [-4.773, -3.123, 3.225], [-4.292, -4.106, 4.641], [-4.876, -5.332, 2.655], [-2.024, 4.657, 0.875], [-2.201, 4.178, -0.562], [-1.443, 3.005, -0.807], [-2.419, 3.947, 1.594], [-2.414, 5.669, 0.996], [-0.941, 4.766, 1.011], [-1.946, 4.966, -1.275], [-3.263, 4.011, -0.785], [-1.831, 2.350, -0.212], [-3.293, 2.675, 4.842], [-2.233, 1.656, 4.394], [-1.894, 1.795, 3.027], [-4.297, 2.281, 4.646], [-3.243, 3.570, 4.223], [-3.225, 2.846, 5.914], [-2.621, 0.658, 4.584], [-1.326, 1.824, 4.983], [-1.041, 2.258, 2.948]],
  "orbital_gap_ev": 9.473,
  "homo_ev": -9.26
}

(x)
{
  "formula": "C28H84O14",
  "method": "ωB97M-V/def2-TZVPD",
  "species": ["C", "C", "O", "H", "H", "H", "H", "H", "H", "C", "C", "O", "H", "H", "H", "H", "H", "H", "C", "C", "O", "H", "H", "H", "H", "H", "H", "C", "C", "O", "H", "H", "H", "H", "H", "H", "C", "C", "O", "H", "H", "H", "H", "H", "H", "C", "C", "O", "H", "H", "H", "H", "H", "H", "C", "C", "O", "H", "H", "H", "H", "H", "H", "C", "C", "O", "H", "H", "H", "H", "H", "H", "C", "C", "O", "H", "H", "H", "H", "H", "H", "C", "C", "O", "H", "H", "H", "H", "H", "H", "C", "C", "O", "H", "H", "H", "H", "H", "H", "C", "C", "O", "H", "H", "H", "H", "H", "H", "C", "C", "O", "H", "H", "H", "H", "H", "H", "C", "C", "O", "H", "H", "H", "H", "H", "H"],
  "xyz": [[0.347, 0.675, -6.007], [0.071, 0.176, -4.590], [-0.350, 1.208, -3.723], [0.927, 1.587, -6.120], [-0.659, 0.822, -6.421], [0.696, -0.107, -6.685], [0.979, -0.287, -4.186], [-0.689, -0.599, -4.669], [0.269, 1.965, -3.768], [-3.630, 0.306, 0.378], [-4.951, -0.438, 0.462], [-5.519, -0.319, 1.789], [-3.737, 1.385, 0.451], [-3.088, 0.048, -0.534], [-3.006, -0.080, 1.188], [-4.923, -1.493, 0.208], [-5.693, 0.047, -0.179], [-5.795, 0.595, 1.902], [-4.677, 2.524, -3.152], [-3.228, 2.305, -3.537], [-2.576, 3.567, -3.408], [-4.747, 2.800, -2.100], [-5.264, 1.615, -3.305], [-5.119, 3.300, -3.777], [-3.070, 2.021, -4.584], [-2.782, 1.514, -2.927], [-1.685, 3.505, -3.766], [3.867, 3.476, 0.974], [3.035, 3.172, 2.214], [3.337, 1.835, 2.562], [3.647, 2.751, 0.193], [4.920, 3.331, 1.228], [3.748, 4.528, 0.718], [1.957, 3.351, 2.119], [3.261, 3.902, 3.004], [2.849, 1.484, 3.322], [-2.830, 2.456, 3.112], [-1.561, 2.623, 3.967], [-0.651, 3.431, 3.236], [-3.521, 1.688, 3.454], [-2.522, 2.375, 2.073], [-3.297, 3.446, 3.143], [-1.126, 1.662, 4.261], [-1.780, 3.109, 4.919], [-0.752, 3.388, 2.273], [-1.832, -2.312, 3.131], [-3.223, -2.969, 3.304], [-3.021, -4.372, 3.223], [-1.599, -2.361, 2.062], [-1.042, -2.923, 3.570], [-1.719, -1.282, 3.473], [-3.857, -2.600, 2.489], [-3.786, -2.763, 4.214], [-2.660, -4.521, 2.340], [2.612, -5.584, 0.262], [2.835, -4.402, 1.203], [2.602, -3.227, 0.401], [2.413, -6.485, 0.848], [3.479, -5.744, -0.371], [1.690, -5.384, -0.281], [3.844, -4.322, 1.617], [2.155, -4.418, 2.060], [2.972, -2.461, 0.874], [5.076, -0.498, -0.786], [4.836, -0.735, 0.696], [3.479, -0.480, 1.090], [4.786, 0.554, -0.893], [4.437, -0.986, -1.520], [6.118, -0.745, -0.985], [5.444, 0.014, 1.208], [5.095, -1.760, 0.979], [3.488, 0.289, 1.691], [2.602, 2.519, -2.737], [2.237, 3.728, -3.567], [0.927, 3.605, -4.108], [3.641, 2.617, -2.422], [2.461, 1.567, -3.250], [2.000, 2.485, -1.823], [2.999, 3.728, -4.359], [2.380, 4.665, -3.024], [0.861, 4.108, -4.925], [0.202, -0.018, 1.131], [-0.048, -0.400, -0.318], [-0.617, 0.699, -1.011], [0.889, -0.764, 1.542], [-0.606, 0.088, 1.858], [0.727, 0.932, 1.271], [-0.704, -1.271, -0.408], [0.935, -0.653, -0.725], [-0.399, 0.729, -1.961], [-1.000, 5.391, 0.505], [-1.298, 4.115, -0.282], [-0.985, 2.922, 0.389], [0.066, 5.641, 0.518], [-1.412, 5.359, 1.512], [-1.388, 6.254, -0.042], [-0.814, 4.199, -1.260], [-2.387, 4.129, -0.431], [-1.024, 2.126, -0.186], [0.998, -3.220, -2.608], [2.382, -2.591, -2.736], [3.455, -3.355, -2.226], [0.222, -2.491, -2.852], [0.718, -3.580, -1.616], [0.897, -4.114, -3.229], [2.382, -1.640, -2.179], [2.517, -2.197, -3.747], [3.311, -3.229, -1.261], [-0.030, 0.140, 5.939], [0.734, -0.502, 4.782], [2.092, -0.032, 4.875], [0.075, 1.223, 5.861], [0.416, -0.031, 6.922], [-1.065, -0.205, 5.959], [0.332, -0.028, 3.887], [0.639, -1.582, 4.690], [2.678, -0.678, 5.277], [-1.342, -5.872, -1.367], [-2.272, -4.773, -0.912], [-3.041, -5.306, 0.206], [-0.633, -6.337, -0.684], [-0.688, -5.379, -2.103], [-1.832, -6.704, -1.874], [-2.999, -4.487, -1.680], [-1.796, -3.848, -0.584], [-3.697, -5.854, -0.236]],
  "orbital_gap_ev": 9.770,
  "homo_ev": -9.53
}

The relative energies come out as (w) 0.000; (x) 1.513, with values in eV.

(w)
{
  "formula": "C4H4OS2",
  "method": "ωB97M-V/def2-TZVPD",
  "species": ["C", "C", "C", "C", "H", "H", "H", "H", "O", "S", "S"],
  "xyz": [[0.272, -0.599, 0.088], [-1.041, -0.493, -0.456], [-2.218, -0.142, -0.738], [0.765, 0.960, -0.015], [0.789, -1.681, -1.705], [0.533, -0.987, 1.147], [-3.210, 0.486, -0.791], [0.237, 0.645, 2.566], [1.340, -1.571, -0.406], [0.599, 1.877, 1.443], [1.933, 1.506, -1.133]],
  "orbital_gap_ev": 7.835,
  "homo_ev": -8.84
}

(x)
{
  "formula": "C4H4OS2",
  "method": "ωB97M-V/def2-TZVPD",
  "species": ["C", "C", "C", "C", "H", "H", "H", "H", "O", "S", "S"],
  "xyz": [[1.505, -0.015, -0.992], [0.426, 0.163, 0.126], [-0.630, -0.750, 0.599], [-1.469, 0.500, 0.180], [2.443, -0.470, -0.630], [1.114, 0.464, 1.142], [-0.734, -1.684, -0.004], [-0.739, -1.107, 1.732], [-0.553, 1.192, -0.417], [1.726, 0.898, -2.399], [-3.090, 0.809, 0.664]],
  "orbital_gap_ev": 7.492,
  "homo_ev": -8.75
}

The relative energies come out as (w) 4.036; (x) 0.000, with values in eV.